Formula: C33H48BrCaN3P2Se
Source: the Open Molecules 2025 dataset
Level of theory: the ωB97M-V functional and the def2-TZVPD basis

spin multiplicity: 1
strongest force on any atom: 3.156 eV/Å
HOMO (alpha / beta): -0.4731 / -0.4733 Eh
energy relative to the best compared isomer or geometry (same formula, charge and spin): 3.571 eV
net charge: +2

Each line ends with the Löwdin charge.
CARTESIAN COORDINATES (ANGSTROEM)
N1 -5.5503 -1.7137 3.5079  0.053
C1 -5.3083 -0.5635 4.1502  -0.142
C2 -5.3402 0.6616 3.4805  -0.011
C3 -5.4352 0.6436 2.0673  -0.224
C4 -5.8439 -0.5549 1.4300  -0.006
C5 -5.8491 -1.7266 2.2115  -0.140
C6 -4.8989 1.7356 1.2876  -0.029
Ca1 -0.2684 1.7283 -1.4527  0.711
P1 4.1859 -0.3463 -2.3776  1.182
C7 -5.1548 1.9110 -0.0481  -0.029
C8 -4.2152 2.5753 -0.9442  -0.200
C9 -4.1606 2.2715 -2.3343  0.011
C10 -2.9697 2.4885 -3.0672  -0.055
C11 -2.0134 3.0392 -2.2821  -0.257
C12 -2.0635 3.7912 -1.1609  -0.125
C13 -3.2440 3.4830 -0.4213  -0.001
Br1 1.1780 2.4581 -3.5178  -0.093
H1 -4.2338 2.4070 1.8463  0.121
H2 -5.9658 1.3497 -0.5417  0.124
H3 -5.2604 1.5889 4.0543  0.121
H4 -6.1039 -0.6072 0.3764  0.107
H5 -5.0710 -0.5950 5.2205  0.110
H6 -6.0956 -2.6844 1.7485  0.113
H7 -5.0199 1.8930 -2.8747  0.127
H8 -3.4503 4.0507 0.4834  0.126
H9 -2.8346 2.2633 -4.1264  0.133
H10 -1.2917 4.5159 -0.8777  0.135
P2 -0.3926 -1.3704 -1.4426  0.823
C14 4.6591 1.2691 -1.6048  -0.354
C15 5.1934 2.3204 -2.5681  -0.126
H11 5.3587 1.0655 -0.7832  0.085
H12 3.7137 1.5969 -1.1383  0.063
H13 5.1158 3.3116 -2.1247  0.094
H14 6.2477 2.1676 -2.8210  0.085
H15 4.6056 2.3610 -3.4829  0.045
C16 3.8485 0.0666 -4.1544  -0.384
C17 5.1129 0.2847 -4.9754  -0.117
H16 3.1842 0.9540 -4.1718  -0.033
H17 3.2357 -0.7624 -4.5499  0.089
H18 4.8620 0.2810 -6.0413  0.099
H19 5.5790 1.2590 -4.7705  0.068
H20 5.8488 -0.5089 -4.7813  0.066
C18 5.6870 -1.4184 -2.3293  -0.372
C19 7.0422 -0.7332 -2.2185  -0.120
H21 5.6374 -2.0997 -3.1896  0.095
H22 5.5054 -2.0334 -1.4337  0.087
H23 7.8048 -1.5196 -2.1069  0.099
H24 7.3024 -0.1542 -3.1178  0.076
H25 7.0810 -0.0773 -1.3382  0.075
C20 0.6496 -2.6052 -0.5264  -0.446
C21 2.1085 -2.6356 -0.9872  -0.176
H26 0.1832 -3.5991 -0.6201  0.095
H27 0.6180 -2.3306 0.5374  0.032
H28 2.6805 -3.3557 -0.3858  0.090
H29 2.1852 -2.9303 -2.0414  0.066
H30 2.6106 -1.6603 -0.8763  -0.002
C22 -0.3757 -2.1377 -3.1053  -0.438
C23 -1.3903 -1.5817 -4.0948  -0.143
H31 -0.5132 -3.2172 -2.9534  0.094
H32 0.6428 -1.9916 -3.4876  0.063
H33 -1.3222 -2.1443 -5.0306  0.084
H34 -2.4132 -1.6689 -3.7265  0.060
H35 -1.2017 -0.5302 -4.3294  0.061
C24 -2.1629 -1.7148 -0.9430  -0.379
C25 -2.3399 -2.3198 0.4448  -0.130
H36 -2.6284 -2.3380 -1.7186  0.080
H37 -2.6678 -0.7339 -0.9807  0.062
H38 -3.3659 -2.6901 0.5702  0.076
H39 -1.6436 -3.1460 0.6418  0.072
H40 -2.1876 -1.5513 1.2141  0.037
C26 2.1465 1.3971 3.7240  -0.035
N2 0.7782 0.8912 3.7807  -0.083
C27 0.1132 0.3734 2.7076  -0.643
Se1 0.8040 0.4515 0.9909  0.630
N3 -0.9880 -0.2635 3.2325  0.140
C28 -1.0004 -0.1666 4.6291  -0.176
C29 -1.7185 -0.8710 5.5909  0.004
C30 -1.2513 -0.8118 6.9189  -0.046
C31 -0.1137 -0.0433 7.2678  -0.046
C32 0.5684 0.7073 6.2908  0.013
C33 0.0950 0.6158 4.9763  -0.155
H41 2.8726 0.6151 3.9937  0.115
H42 2.2118 2.2181 4.4400  0.099
H43 2.3730 1.7553 2.7115  0.038
H44 -1.6410 -0.8131 2.6834  0.121
H45 -2.6125 -1.4123 5.2871  0.107
H46 -1.7528 -1.3692 7.7254  0.122
H47 0.2428 -0.0522 8.3018  0.118
H48 1.4523 1.3366 6.4530  0.119

Cartesian forces, eV/Å:
N 0.48 -0.48 0.52
C -0.62 0.25 -0.83
C 0.34 -0.49 -0.30
C -0.72 -0.94 0.59
C 0.42 -0.25 1.23
C -0.36 1.20 -0.20
C -0.81 1.19 -1.68
Ca 0.89 -1.35 0.73
P 2.13 1.67 -1.62
C -0.06 -0.42 0.96
C 0.74 1.07 -0.33
C 0.35 -0.03 0.01
C -1.25 -0.29 0.96
C 1.09 1.57 -2.51
C -1.74 -0.47 1.44
C 0.46 0.51 -0.60
Br 0.23 0.01 -0.01
H 0.07 -0.38 -0.52
H 0.55 0.14 0.37
H 0.37 -0.21 -0.39
H 0.38 0.05 0.13
H -0.31 -0.17 -0.40
H 0.04 0.18 0.28
H -0.09 -0.35 0.33
H 0.06 -0.43 0.10
H -0.08 -0.09 0.38
H -0.35 -0.28 0.11
P -0.17 -0.02 -0.61
C -0.88 -0.50 0.89
C 0.12 0.29 -0.27
H -0.25 -0.01 -0.16
H 0.35 0.19 -0.11
H -0.03 -0.05 0.24
H -0.24 -0.13 0.05
H 0.03 0.14 0.15
C -1.28 -0.27 0.24
C 0.64 -0.05 -0.06
H 0.29 -0.52 0.17
H 0.30 0.22 0.01
H -0.05 -0.17 0.20
H -0.13 -0.56 -0.07
H -0.16 0.29 -0.34
C -0.95 -0.79 0.44
C 0.33 0.32 -0.07
H -0.09 0.13 0.19
H 0.27 -0.07 -0.20
H -0.25 0.30 0.05
H -0.16 -0.16 0.38
H 0.17 -0.22 -0.31
C -0.24 0.23 0.37
C 0.01 -0.27 -0.12
H 0.22 0.25 -0.11
H -0.03 -0.13 -0.29
H -0.13 0.16 -0.20
H 0.05 -0.02 0.19
H -0.31 -0.08 0.15
C 0.29 -0.28 0.05
C 0.07 -0.04 -0.17
H -0.03 0.11 -0.21
H -0.17 -0.09 -0.08
H -0.10 0.15 0.09
H 0.02 -0.02 -0.06
H 0.05 -0.02 0.05
C 0.24 0.32 0.02
C -0.22 -0.11 0.26
H 0.18 0.04 0.26
H -0.06 -0.35 -0.02
H 0.29 0.06 0.02
H -0.30 0.21 -0.05
H -0.03 -0.24 -0.30
C 0.03 0.35 0.15
N -0.21 -0.04 -0.79
C -0.25 0.08 2.28
Se -0.36 -0.02 0.01
N 0.46 0.48 -0.72
C 0.37 -0.08 0.03
C -0.11 0.19 0.67
C -0.08 0.16 -0.38
C 0.18 0.46 -0.72
C -0.31 -0.12 0.05
C 0.66 -0.94 -0.07
H -0.35 0.15 -0.03
H 0.19 -0.03 -0.17
H -0.20 -0.07 0.44
H 0.26 0.31 0.20
H 0.25 -0.16 0.29
H 0.17 0.29 -0.64
H -0.18 0.09 -0.43
H -0.39 -0.51 0.41